No. 1
C6H8 | ωB97M-V with the def2-TZVPD basis set

The geometry in ORCA input format:
```
! RIJCOSX wB97M-V def2-TZVPD def2/J DEFGRID3
* xyz 0 1
C 2.27865 -0.53537 -0.41759
C 1.38966 -0.17899 0.49460
C 0.00263 0.28094 0.14747
C -0.21973 1.59444 -0.11727
C -1.07650 -0.72175 0.09766
C -2.35768 -0.51401 -0.11031
H 3.31253 -0.89948 -0.30134
H 2.03154 -0.40842 -1.43928
H 1.75203 -0.00183 1.50976
H 0.67685 2.16566 0.06651
H -1.21222 2.19689 -0.14023
H -0.76635 -1.78869 0.36873
H -3.06495 -1.31069 -0.23584
H -2.83161 0.49501 -0.39568
*
```

Computed properties:
- Relative energy (zero: lowest compared OMol25 entry of this formula, charge and spin): 179.39 kJ/mol
- Electronic energy: -6348.925 eV
- HOMO: -0.3264 Ha
- Structure (SMILES): C=CC(=C)C=C

***

No. 2
C3H8O2S | ωB97M-V with the def2-TZVPD basis set

The geometry in ORCA input format:
```
! RIJCOSX wB97M-V def2-TZVPD def2/J DEFGRID3
* xyz 0 1
C 2.41483 -0.26810 -1.27620
C 2.14808 0.75141 -0.11255
S 1.00505 0.05964 1.06827
H 3.45169 -0.57550 -1.22580
H 2.40564 0.20467 -2.29438
H 1.70947 -1.07536 -1.01365
H 3.08260 0.89466 0.35468
H 1.80348 1.70042 -0.45341
H 1.09153 1.07264 1.98924
O -2.13745 -1.20384 -0.89403
C -2.78324 -0.31879 -0.37893
O -2.25653 0.63147 0.41596
H -3.82892 -0.29097 -0.36896
H -1.32256 0.70706 0.35054
*
```

Computed properties:
- Relative energy (zero: lowest compared OMol25 entry of this formula, charge and spin): 77.38 kJ/mol
- Electronic energy: -18170.443 eV
- HOMO: -0.3475 Ha
- Structure (SMILES): O=CO.CCS

***

No. 3
C5H10O | ωB97M-V with the def2-TZVPD basis set

The geometry in ORCA input format:
```
! RIJCOSX wB97M-V def2-TZVPD def2/J DEFGRID3
* xyz 0 1
C 0.11119 0.31850 -1.35972
C -0.31524 -0.33699 -0.05901
C -1.79069 -0.63724 0.01947
C 1.28717 1.17895 0.92985
C 0.57303 -1.17173 0.61306
O 1.71636 -0.77873 0.99907
H -0.33716 -0.21213 -2.21412
H -0.23185 1.36253 -1.43772
H 1.19817 0.31836 -1.49242
H -2.16555 -1.09419 -0.90733
H -2.37505 0.28111 0.16804
H -2.03183 -1.30736 0.85218
H 2.34703 1.27521 0.73479
H 0.68717 1.86981 0.33193
H 1.01933 1.15223 1.97891
H 0.30791 -2.21830 0.84304
*
```

Computed properties:
- Relative energy (zero: lowest compared OMol25 entry of this formula, charge and spin): 445.25 kJ/mol
- Electronic energy: -7390.151 eV
- HOMO (alpha / beta): -0.2762 / -0.2761 Ha

***

No. 4
C3H4BrF | ωB97M-V with the def2-TZVPD basis set

The geometry in ORCA input format:
```
! RIJCOSX wB97M-V def2-TZVPD def2/J DEFGRID3
* xyz 0 1
C 1.21209 0.69412 -0.04873
C 0.30429 -0.37008 0.03620
C -1.26542 -0.14622 -0.03819
F 0.55490 -1.68065 0.02188
Br 3.05911 0.44236 0.02568
H 0.84979 1.80124 0.10743
H -1.64656 -0.77755 -0.92792
H -1.52061 -0.80594 0.81812
H -1.54759 0.84272 0.00554
*
```

Computed properties:
- Relative energy (zero: lowest compared OMol25 entry of this formula, charge and spin): 77.69 kJ/mol
- Electronic energy: -75934.306 eV
- HOMO: -0.3312 Ha
- Structure (SMILES): C/C(F)=C/Br

***

No. 5
C23H31NO4 | ωB97M-V with the def2-TZVPD basis set

The geometry in ORCA input format:
```
! RIJCOSX wB97M-V def2-TZVPD def2/J DEFGRID3
* xyz 0 1
C 0.05335 -6.03846 0.12545
C 0.29036 -4.60451 -0.32343
H 1.30163 -4.49949 -0.73839
H -0.43772 -4.32163 -1.09525
O 0.14236 -3.77637 0.81411
C 0.27570 -2.42247 0.66779
C 0.61380 -1.81673 -0.53440
C 0.78626 -0.44329 -0.63484
C 0.61042 0.35372 0.49201
C 0.24619 -0.22621 1.69520
C 0.07051 -1.62220 1.80208
O -0.25891 -2.05558 3.04764
C -0.98430 -3.26089 3.22331
C -1.57705 -3.22592 4.62442
H -2.13971 -4.13632 4.81174
H -0.78109 -3.13886 5.35845
H -2.23573 -2.36806 4.72857
H -0.32060 -4.12568 3.11180
H -1.78125 -3.33519 2.47424
O 0.01987 0.45959 2.84804
C 0.23199 1.85492 2.86871
C -0.08125 2.34265 4.27505
H -1.11478 2.11695 4.52148
H 0.56105 1.83872 4.99150
H 0.07773 3.41541 4.34133
H -0.42384 2.35156 2.14026
H 1.27732 2.08277 2.61274
H 0.69907 1.42543 0.42981
C 1.11509 0.08165 -1.98886
O 0.99105 -0.60340 -2.99059
N 1.56367 1.35625 -2.04497
H 1.68737 1.88370 -1.19780
C 1.87511 2.02783 -3.28634
C 3.36010 2.39160 -3.32337
H 3.96493 1.50161 -3.16961
H 3.59541 3.11222 -2.54187
H 3.62003 2.82586 -4.28481
H 1.65574 1.30181 -4.07642
C 1.00283 3.27440 -3.47102
H 1.34335 3.79309 -4.36926
H 1.15280 3.94530 -2.62145
C -0.49035 2.95649 -3.62442
C -1.14958 2.52413 -2.34365
C -1.27527 3.41589 -1.28433
C -1.89759 3.03633 -0.10860
C -2.39963 1.75289 0.02889
C -2.28196 0.85861 -1.02044
C -1.66900 1.24424 -2.19958
H -1.58413 0.54001 -3.01364
H -2.66911 -0.14441 -0.92066
H -2.88115 1.45236 0.94783
H -1.99875 3.74897 0.69886
H -0.89451 4.42338 -1.38560
H -0.99490 3.85653 -3.98815
H -0.61024 2.17535 -4.37665
H 0.76013 -2.39357 -1.43251
H -0.94667 -6.13972 0.53865
H 0.15995 -6.71129 -0.72047
H 0.77391 -6.31198 0.89146
*
```

Computed properties:
- Relative energy (zero: lowest compared OMol25 entry of this formula, charge and spin): 217.89 kJ/mol
- Electronic energy: -34034.442 eV
- HOMO: -0.2908 Ha
- Structure (SMILES): CCOc1cc(C(=O)N[C@H](C)CCc2ccccc2)cc(OCC)c1OCC

***

No. 6
C4H6N2O3 | ωB97M-V with the def2-TZVPD basis set

The geometry in ORCA input format:
```
! RIJCOSX wB97M-V def2-TZVPD def2/J DEFGRID3
* xyz 0 1
C -0.92824 2.72207 -0.99369
C -0.93625 1.14823 -0.87911
C 0.24107 -0.91380 1.18675
C 0.80539 -2.08733 1.41821
H 0.20319 3.11643 -0.85199
H -1.97449 1.01141 -0.43140
H -1.12403 0.60195 -1.76131
H 1.35143 -0.55129 -0.42263
H -0.64950 -0.21398 1.68183
H 0.83145 -2.82308 2.21701
N 0.21832 -0.45049 -0.20114
N 1.67093 -2.30402 0.28889
O -1.88241 3.39099 -1.40607
O 0.17509 0.88106 -0.14568
O 1.99806 -3.52815 0.30033
*
```

Computed properties:
- Relative energy (zero: lowest compared OMol25 entry of this formula, charge and spin): 881.70 kJ/mol
- Electronic energy: -13359.841 eV
- HOMO: -0.3541 Ha
- Structure (SMILES): O=CCON/C=C\N=O

***

No. 7
C14H28ClF3O8S2 | ωB97M-V with the def2-TZVPD basis set

The geometry in ORCA input format:
```
! RIJCOSX wB97M-V def2-TZVPD def2/J DEFGRID3
* xyz 0 1
O 1.64671 2.96132 2.11815
C 0.89073 2.03101 1.81964
O -0.54177 1.99409 1.89388
C -1.04186 0.77662 1.21450
C -2.45795 0.57594 1.92523
C -3.48996 -0.36564 1.14687
O -3.37950 -1.76781 1.51047
C -3.47005 -0.21811 -0.43888
F -3.34633 1.10991 -0.89365
F -4.73809 -0.66997 -0.91526
F -2.53029 -1.06832 -1.08094
C 0.14559 -0.24494 1.53988
S -0.06373 -1.92885 0.80373
C 1.45949 0.61235 1.24401
C 1.84011 1.01665 -0.25705
C 2.75896 -0.03950 -1.04014
C 3.80115 -0.83919 -0.11512
C 3.30032 -2.28426 0.34705
S 4.62132 -3.57445 0.43321
O 4.69341 -4.07075 1.84481
O 5.95526 -3.13620 -0.08020
Cl 4.00249 -5.22556 -0.71992
H -1.03553 1.11289 0.11486
H -2.87208 1.62568 2.12143
H -2.26543 0.11239 2.95132
H -4.54892 -0.06243 1.48164
H -2.69122 -1.86632 2.20619
H 0.22344 -0.41394 2.67742
H -0.02720 -1.73376 -0.56958
H 2.33325 0.43046 1.95549
H 2.45953 1.98462 -0.17743
H 0.89087 1.31654 -0.82337
H 2.09032 -0.71542 -1.67710
H 3.37727 0.56901 -1.79732
H 4.04405 -0.13885 0.76531
H 4.78734 -0.96382 -0.67806
H 2.44508 -2.70056 -0.29755
H 2.84478 -2.17681 1.39702
C -0.43653 -5.93494 1.82006
O 0.45118 -5.22874 0.96501
H -0.34990 -5.52917 2.82802
H -1.46432 -5.81241 1.46844
H -0.17136 -6.99495 1.83367
H 0.35606 -5.60562 0.08197
C -3.28820 3.43102 -3.94512
O -2.53704 3.37235 -2.74010
H -2.75506 4.05587 -4.66189
H -3.40319 2.42566 -4.35786
H -4.27072 3.86651 -3.74706
H -3.03017 2.81456 -2.12396
C -0.15557 5.66326 -1.22344
O 0.25344 5.18969 -2.49598
H 0.72344 5.99123 -0.66834
H -0.83973 6.50670 -1.34820
H -0.65015 4.85815 -0.67364
H -0.54373 4.90684 -2.96213
*
```

Computed properties:
- Relative energy (zero: lowest compared OMol25 entry of this formula, charge and spin): 310.41 kJ/mol
- Electronic energy: -73693.083 eV
- HOMO: -0.3578 Ha
- Structure (SMILES): O=C1O[C@H](C[C@H](O)C(F)(F)F)[C@@H](S)[C@H]1CCCCS(=O)(=O)Cl.CO.CO.CO

***

Q: Among the records above, which one has the highest electronic energy?
A: C6H8

***

Copy entry 2 word for word.
C3H8O2S | ωB97M-V with the def2-TZVPD basis set

The geometry in ORCA input format:
```
! RIJCOSX wB97M-V def2-TZVPD def2/J DEFGRID3
* xyz 0 1
C 2.41483 -0.26810 -1.27620
C 2.14808 0.75141 -0.11255
S 1.00505 0.05964 1.06827
H 3.45169 -0.57550 -1.22580
H 2.40564 0.20467 -2.29438
H 1.70947 -1.07536 -1.01365
H 3.08260 0.89466 0.35468
H 1.80348 1.70042 -0.45341
H 1.09153 1.07264 1.98924
O -2.13745 -1.20384 -0.89403
C -2.78324 -0.31879 -0.37893
O -2.25653 0.63147 0.41596
H -3.82892 -0.29097 -0.36896
H -1.32256 0.70706 0.35054
*
```

Computed properties:
- Relative energy (zero: lowest compared OMol25 entry of this formula, charge and spin): 77.38 kJ/mol
- Electronic energy: -18170.443 eV
- HOMO: -0.3475 Ha
- Structure (SMILES): O=CO.CCS